(1)
98
Properties=species:S:1:pos:R:3 method="wB97M-V/def2-TZVPD" e_lumo_ev=-1.47 spin_multiplicity=1 homo_energy_ev=-9.8414 smiles="C#C[C@H](OC[C@@](CN)(O[C@H](CC(=O)Br)OC[C@@H](C)CC(C)C)C(=O)C(F)(F)C(F)(F)C(F)(F)C(=O)O)S(C)(=O)=O.CCOC(C)=O.CCOC(C)=O"
C 3.717 5.752 0.586
C 3.313 4.655 1.214
C 2.618 3.393 1.977
O 1.625 2.872 1.064
C 2.205 1.809 0.207
C 0.889 1.065 -0.448
C -0.005 0.630 0.825
N -0.840 -0.594 0.648
O 0.263 2.136 -1.243
C -0.958 1.683 -1.874
C -0.633 1.610 -3.491
C -1.680 2.437 -4.390
O -1.647 3.718 -4.437
Br -3.040 1.396 -5.435
O -2.094 2.572 -1.723
C -3.343 1.831 -1.536
C -3.696 1.644 0.041
C -4.321 3.037 0.618
C -4.688 0.396 0.346
C -4.221 -0.411 1.703
C -5.436 -0.321 2.814
C -3.839 -1.961 1.386
C 1.408 -0.175 -1.367
O 0.619 -1.030 -1.924
C 2.994 -0.431 -1.732
F 3.603 0.750 -2.347
F 3.073 -1.451 -2.780
C 3.855 -1.009 -0.494
F 2.904 -1.361 0.551
F 4.811 -0.001 -0.067
C 4.707 -2.344 -0.801
F 3.887 -3.535 -0.965
F 5.695 -2.195 -1.852
C 5.582 -2.640 0.561
O 5.129 -3.531 1.374
O 6.793 -1.950 0.875
S 1.634 4.128 3.424
C 0.385 2.868 4.063
O 2.521 4.639 4.542
O 0.779 5.280 2.876
H 3.990 6.560 -0.201
H 3.413 2.635 2.320
H 2.791 1.124 0.921
H 2.841 2.360 -0.576
H -0.640 1.564 1.122
H 0.738 0.487 1.718
H -1.373 -0.695 1.545
H -0.193 -1.418 0.659
H -1.307 0.627 -1.587
H 0.407 2.121 -3.652
H -0.476 0.508 -3.846
H -4.212 2.479 -1.976
H -3.383 0.835 -2.137
H -2.728 1.458 0.643
H -3.530 3.861 0.451
H -4.487 2.962 1.767
H -5.285 3.363 0.066
H -4.621 -0.392 -0.504
H -5.801 0.692 0.423
H -3.302 0.075 2.200
H -4.957 -0.314 3.864
H -5.997 0.658 2.578
H -6.106 -1.249 2.623
H -2.999 -2.077 0.608
H -4.787 -2.449 0.933
H -3.512 -2.543 2.340
H 6.862 -1.997 1.863
H -0.624 2.968 3.501
H 0.187 3.153 5.163
H 0.822 1.803 4.033
O -6.598 -2.556 0.250
C -7.287 -3.551 0.144
O -8.388 -3.699 0.905
C -9.369 -4.733 0.720
C -8.968 -5.999 1.450
C -6.876 -4.675 -0.765
H -9.566 -4.904 -0.342
H -10.298 -4.352 1.149
H -8.033 -6.408 1.062
H -9.746 -6.759 1.357
H -8.804 -5.791 2.511
H -6.182 -5.330 -0.236
H -6.374 -4.248 -1.636
H -7.711 -5.256 -1.151
O 11.460 1.822 -2.118
C 10.558 1.024 -1.967
O 9.505 1.021 -2.808
C 8.492 0.002 -2.837
C 7.400 0.295 -1.828
C 10.548 0.090 -0.790
H 8.930 -0.991 -2.707
H 8.066 0.023 -3.841
H 7.786 0.297 -0.806
H 6.604 -0.450 -1.897
H 6.972 1.285 -2.006
H 10.111 0.600 0.071
H 11.580 -0.184 -0.559
H 10.020 -0.843 -0.974

=====

(2)
51
Properties=species:S:1:pos:R:3 method="wB97M-V/def2-TZVPD" e_lumo_ev=-0.11 spin_multiplicity=1 homo_energy_ev=-8.4207 smiles="N/C=C/C[C@H](N)C=O.O.O.O.O.O.O.O.O.O.O.O"
O -2.626 2.723 -1.048
C -2.756 1.887 -0.183
C -1.933 1.884 1.143
C -0.801 0.775 0.887
C 0.289 0.822 1.941
C 0.808 -0.287 2.442
N 1.678 -0.197 3.564
N -2.947 1.300 2.055
H -3.698 1.316 -0.132
H -1.565 2.854 1.475
H -0.375 1.077 -0.076
H -1.313 -0.166 0.833
H 0.703 1.794 2.201
H 0.442 -1.250 2.124
H 2.073 -1.058 3.908
H 1.336 0.419 4.288
H -2.631 0.424 2.433
H -3.038 1.910 2.861
H 1.824 -2.083 -1.563
H 1.316 -0.982 -2.438
O 2.099 -1.524 -2.305
H -0.836 -1.222 3.908
H -2.127 -1.282 2.940
O -1.684 -1.626 3.713
H 2.365 1.281 -0.994
H 2.421 2.719 -1.441
O 1.804 1.978 -1.411
H -0.655 -2.180 -2.016
H 0.832 -2.453 -2.446
O 0.188 -2.548 -1.730
H 3.817 0.657 1.441
H 3.870 1.362 0.164
O 3.777 1.573 1.121
H 2.115 0.226 -4.402
H 0.869 0.256 -3.702
O 1.194 -0.036 -4.567
H 0.449 -3.073 0.180
H -0.190 -3.897 1.290
O 0.242 -3.048 1.130
H -1.317 2.683 -2.395
H 0.230 2.191 -2.263
O -0.660 1.984 -2.593
H -2.661 -0.108 -4.120
H -1.740 0.691 -3.154
O -2.329 -0.098 -3.218
H -3.093 -2.997 1.715
H -3.293 -1.787 0.681
O -3.677 -2.290 1.417
H 3.063 -0.486 -1.662
H 4.394 -0.271 -0.720
O 3.746 0.161 -1.280

=====

(3)
14
Properties=species:S:1:pos:R:3 method="wB97M-V/def2-TZVPD" e_lumo_ev=-3.21 spin_multiplicity=1 total_charge=+1 homo_energy_ev=-15.2912
N 0.496 -0.005 0.498
H -0.129 -0.601 1.072
H 0.988 0.558 1.200
H -0.082 0.664 -0.030
H 1.065 -0.600 -0.140
H -1.660 -1.005 3.365
H -1.044 -2.186 2.746
O -1.371 -1.303 2.482
H 0.899 -1.883 -2.367
H 2.052 -0.780 -2.314
O 1.252 -1.156 -1.834
H -0.608 2.683 -2.355
H -0.984 3.206 -0.891
O -0.874 2.407 -1.432

=====

(4)
15
Properties=species:S:1:pos:R:3 method="wB97M-V/def2-TZVPD" e_lumo_ev=1.01 spin_multiplicity=1 homo_energy_ev=-9.7012 smiles="C=C1[C@H]2O[C@H]2[C@H]1O.[H][H]"
C 0.685 -1.199 -1.473
C 0.223 -0.309 -0.607
C -1.154 0.225 -0.362
O -1.260 0.630 1.015
C -0.589 1.497 0.108
C 0.854 0.938 0.059
O 1.474 0.810 1.303
H 0.007 -1.860 -2.009
H 1.747 -1.294 -1.681
H -0.429 -2.175 1.572
H -0.901 -1.614 1.682
H -2.084 -0.008 -0.872
H -0.953 2.511 -0.018
H 1.556 1.465 -0.597
H 0.824 0.381 1.880

=====

(5)
44
Properties=species:S:1:pos:R:3 method="wB97M-V/def2-TZVPD" e_lumo_ev="-12.00 / -13.48" spin_multiplicity=2 total_charge=+3 homo_energy_ev="-16.5376 / -16.1434" s2=0.755
O 0.028 -3.393 -3.726
C 0.023 -2.247 -3.775
Yb -0.690 -0.001 -3.768
O -2.694 0.001 -6.925
C -1.940 -0.009 -6.015
C 2.048 -0.001 -4.116
O 3.176 0.006 -4.248
C 0.023 2.245 -3.731
O 0.033 3.387 -3.633
O -0.068 -0.232 -1.748
P -0.045 -0.535 -0.178
C 1.691 0.068 0.034
C 2.466 -0.310 1.134
C 3.591 0.488 1.480
C 4.170 1.256 0.496
C 3.526 1.391 -0.762
C 2.281 0.797 -0.959
C -1.482 0.497 0.222
C -2.106 0.481 1.494
C -3.324 1.097 1.714
C -3.909 1.854 0.700
C -3.281 1.953 -0.544
C -2.107 1.262 -0.792
C -0.035 -1.424 1.506
C -1.043 -2.367 1.788
C -1.198 -2.801 3.108
C -0.257 -2.471 4.094
C 0.679 -1.480 3.827
C 0.559 -0.764 2.630
H 2.353 -1.259 1.689
H 4.037 0.370 2.484
H 5.145 1.687 0.650
H 3.975 2.017 -1.578
H 1.826 0.942 -1.957
H -1.647 -0.021 2.339
H -3.769 0.993 2.690
H -4.855 2.361 0.882
H -3.693 2.574 -1.329
H -1.652 1.366 -1.795
H -1.740 -2.630 0.979
H -2.103 -3.338 3.353
H -0.311 -2.922 5.088
H 1.438 -1.192 4.548
H 0.881 0.303 2.650

=====

(6)
19
Properties=species:S:1:pos:R:3 method="wB97M-V/def2-TZVPD" e_lumo_ev=3.97 spin_multiplicity=1 total_charge=-1 homo_energy_ev=-4.9763
C 0.247 1.971 1.730
N -0.511 1.509 0.569
C 0.261 1.738 -0.684
O 1.495 1.133 -0.727
H -0.131 1.517 2.627
H 0.089 3.056 1.799
H 1.313 1.754 1.632
H -0.649 0.501 0.581
H 0.384 2.824 -0.755
H -0.387 1.379 -1.496
H -1.596 -2.074 -0.646
H -1.925 -1.279 -1.887
O -2.355 -1.848 -1.236
H 2.267 -1.511 -0.337
H 1.390 0.036 -0.729
O 1.359 -1.329 -0.608
H 0.210 -1.893 0.244
H -0.939 -1.660 1.363
O -0.490 -2.332 0.847

=====

(7)
86
Properties=species:S:1:pos:R:3 method="wB97M-V/def2-TZVPD" e_lumo_ev=-2.72 spin_multiplicity=1 total_charge=+1 homo_energy_ev=-10.3950
C 0.481 2.563 3.545
C 0.012 2.641 2.063
O -1.298 2.163 1.854
C -1.476 0.844 1.283
C -3.021 0.819 1.062
C -3.677 2.024 0.880
C -5.048 1.966 0.731
C -5.632 0.719 0.785
N -5.039 -0.434 0.999
C -3.709 -0.368 1.140
P -1.276 -0.394 2.708
O -2.201 0.210 3.940
O 0.291 -0.551 3.262
C -0.631 0.568 -0.068
C -0.067 -0.893 -0.025
C -1.059 -2.073 -0.197
C -1.050 -3.176 0.903
C 0.341 -3.657 1.285
N 1.028 -4.419 0.231
C 0.599 -4.889 -0.976
C 1.669 -5.556 -1.492
C 2.757 -5.518 -0.593
C 2.308 -4.784 0.476
O -1.640 0.632 -1.042
C -1.529 0.364 -2.406
O -2.063 1.168 -3.140
C -1.006 -0.877 -3.097
C 0.246 -1.056 -3.636
C 0.563 -2.232 -4.263
C -0.332 -3.254 -4.387
C -1.605 -3.072 -3.873
C -1.918 -1.899 -3.250
N 0.495 1.631 -0.256
C 1.686 1.037 -1.010
C 2.753 1.949 -1.628
N 2.899 2.094 -2.877
C 0.130 2.865 -1.004
C -1.162 3.626 -0.757
F 0.173 2.692 -2.366
C 1.010 1.925 1.151
C 2.347 2.663 1.292
C 3.471 1.875 1.510
C 4.666 2.537 1.683
C 4.632 3.915 1.629
N 3.591 4.688 1.398
C 2.443 4.031 1.236
H 1.341 1.899 3.660
H 0.657 3.546 3.975
H -0.335 2.066 4.080
H -0.060 3.713 1.870
H -3.202 2.990 0.876
H -5.654 2.848 0.578
H -6.712 0.678 0.636
H -3.227 -1.319 1.312
H -1.674 0.189 4.753
H 0.434 -0.155 4.135
H 0.608 -1.038 0.824
H 0.605 -1.078 -0.868
H -2.072 -1.788 -0.480
H -0.753 -2.663 -1.062
H -1.692 -2.957 1.750
H -1.533 -4.037 0.419
H 1.015 -2.883 1.660
H 0.204 -4.354 2.122
H -0.389 -4.729 -1.370
H 1.709 -6.083 -2.436
H 3.732 -5.966 -0.680
H 2.782 -4.514 1.407
H 0.983 -0.263 -3.585
H 1.552 -2.380 -4.683
H -0.113 -4.188 -4.888
H -2.383 -3.822 -3.955
H -2.924 -1.774 -2.856
H 1.239 0.520 -1.855
H 2.211 0.336 -0.363
H 3.502 2.473 -1.034
H 2.192 1.574 -3.404
H 0.916 3.604 -0.813
H -1.278 4.049 0.238
H -1.105 4.488 -1.429
H -2.044 3.084 -1.098
H 1.202 0.944 1.598
H 3.382 0.795 1.543
H 5.594 2.016 1.872
H 5.576 4.434 1.797
H 1.559 4.635 1.047

=====

(8)
24
Properties=species:S:1:pos:R:3 method="wB97M-V/def2-TZVPD" e_lumo_ev=-0.22 spin_multiplicity=1 homo_energy_ev=-8.8886
C -0.102 0.986 -0.763
C -0.483 -0.230 1.672
C 1.219 0.272 -0.680
C -0.068 2.443 -1.477
C 0.159 -0.177 -1.726
C 2.556 0.971 -1.015
C -1.358 -2.639 2.604
N 0.450 -0.680 1.065
N 1.454 -0.611 0.390
O -3.042 -0.568 2.345
O -2.232 -1.532 0.243
S -1.992 -1.218 1.616
H 0.901 2.745 -1.771
H -0.576 3.232 -0.811
H -0.620 2.315 -2.377
H -0.458 -1.073 -1.547
H 0.412 0.031 -2.809
H -0.880 0.937 0.042
H 2.740 1.161 -2.031
H 3.258 0.272 -0.801
H 2.539 1.961 -0.499
H -1.852 -2.491 3.593
H -1.765 -3.477 1.988
H -0.262 -2.630 2.750

=====

(9)
18
Properties=species:S:1:pos:R:3 method="wB97M-V/def2-TZVPD" e_lumo_ev=1.00 spin_multiplicity=1 homo_energy_ev=-8.7043 smiles="[H]/N=C/N.CCC"
C -1.873 1.249 -0.172
C -1.960 0.036 0.739
C -1.526 -1.266 0.069
H -0.754 1.578 -0.161
H -2.365 2.096 0.252
H -2.071 1.049 -1.196
H -2.997 -0.043 0.904
H -1.375 0.205 1.688
H -1.511 -2.068 0.843
H -2.096 -1.439 -0.772
H -0.522 -1.251 -0.369
N 3.121 -0.086 -1.227
C 2.317 0.033 -0.123
N 2.833 -0.099 1.104
H 2.845 -0.401 -2.119
H 4.077 -0.350 -0.950
H 1.253 0.181 -0.374
H 2.602 0.577 1.865

=====

(10)
103
Properties=species:S:1:pos:R:3 method="wB97M-V/def2-TZVPD" e_lumo_ev="-10.99 / -12.71" spin_multiplicity=1 total_charge=+4 homo_energy_ev="-16.5426 / -16.5640"
Pb -24.382 -7.570 2.431
N -27.344 -11.281 0.608
C -27.713 -12.632 0.013
C -29.201 -13.147 0.417
C -29.370 -13.705 1.901
N -29.503 -12.575 2.834
C -28.236 -14.723 2.272
C -26.855 -14.052 1.972
N -26.721 -12.764 2.762
C -26.657 -13.652 0.466
H -28.090 -10.636 0.368
H -26.543 -10.942 0.032
H -26.793 -11.980 2.057
H -27.701 -12.568 -1.078
H -29.378 -13.998 -0.258
H -29.987 -12.408 0.167
H -30.196 -14.357 1.878
H -30.168 -12.722 3.622
H -29.830 -11.710 2.322
H -28.349 -15.627 1.677
H -28.255 -15.179 3.303
H -26.024 -14.667 2.325
H -25.886 -12.787 3.385
H -27.596 -12.596 3.326
H -26.812 -14.567 -0.139
H -25.631 -13.361 0.128
Se -19.049 -3.040 4.641
P -19.843 -4.757 5.749
C -18.547 -5.874 6.250
C -18.060 -6.773 5.257
C -16.921 -7.548 5.463
C -16.346 -7.417 6.712
C -16.730 -6.473 7.637
C -17.861 -5.664 7.432
C -20.662 -4.300 7.239
C -20.070 -3.346 8.057
C -20.622 -3.045 9.302
C -21.847 -3.675 9.700
C -22.438 -4.578 8.850
C -21.902 -4.834 7.571
C -20.957 -5.851 4.962
C -22.135 -5.679 4.178
N -22.690 -6.946 4.047
N -21.895 -7.821 4.670
N -20.882 -7.229 5.237
P -22.421 -4.524 2.825
Se -24.112 -5.024 1.478
C -22.733 -2.824 3.437
C -22.842 -1.694 2.601
C -23.183 -0.487 3.205
C -23.643 -0.416 4.494
C -23.703 -1.544 5.281
C -23.236 -2.743 4.772
C -20.944 -4.559 1.860
C -20.611 -5.809 1.192
C -19.591 -5.866 0.298
C -18.826 -4.715 -0.024
C -19.076 -3.539 0.610
C -20.137 -3.478 1.520
H -18.633 -6.968 4.342
H -16.594 -8.214 4.716
H -15.534 -8.081 6.943
H -16.222 -6.392 8.617
H -18.060 -4.918 8.190
H -19.138 -2.923 7.696
H -20.200 -2.255 9.844
H -22.187 -3.462 10.741
H -23.442 -4.967 9.066
H -22.369 -5.637 6.982
H -22.598 -1.844 1.586
H -23.024 0.425 2.614
H -23.830 0.588 4.865
H -24.057 -1.553 6.318
H -23.239 -3.582 5.398
H -21.132 -6.775 1.352
H -19.230 -6.784 -0.129
H -18.041 -4.832 -0.813
H -18.603 -2.586 0.349
H -20.197 -2.604 2.164
N -29.086 -4.729 7.555
C -30.031 -3.802 7.912
C -30.586 -3.450 9.142
C -31.485 -2.395 9.073
C -31.810 -1.671 7.870
C -31.306 -2.127 6.644
C -30.340 -3.119 6.657
N -29.790 -3.819 5.631
C -28.952 -4.731 6.164
C -28.126 -5.673 5.414
C -27.193 -6.570 6.014
C -26.383 -7.237 5.131
N -26.370 -7.076 3.799
C -27.318 -6.259 3.291
C -28.219 -5.598 4.096
H -28.665 -5.333 8.211
H -30.400 -3.984 10.097
H -32.054 -2.007 9.948
H -32.350 -0.735 7.948
H -31.600 -1.656 5.708
H -27.002 -6.734 7.082
H -25.740 -7.973 5.495
H -27.378 -6.085 2.196
H -28.971 -5.005 3.653

=====

Repeat the third record exactly.
14
Properties=species:S:1:pos:R:3 method="wB97M-V/def2-TZVPD" e_lumo_ev=-3.21 spin_multiplicity=1 total_charge=+1 homo_energy_ev=-15.2912
N 0.496 -0.005 0.498
H -0.129 -0.601 1.072
H 0.988 0.558 1.200
H -0.082 0.664 -0.030
H 1.065 -0.600 -0.140
H -1.660 -1.005 3.365
H -1.044 -2.186 2.746
O -1.371 -1.303 2.482
H 0.899 -1.883 -2.367
H 2.052 -0.780 -2.314
O 1.252 -1.156 -1.834
H -0.608 2.683 -2.355
H -0.984 3.206 -0.891
O -0.874 2.407 -1.432